Computed, not measured: a 13-piece molecular cluster, C62H161N11O20 overall at a distorted geometry, with ωB97M-V/def2-TZVPD.

Results
* HOMO-LUMO gap: 8.13 eV
* HOMO level: -7.9 eV

ORCA input file:
```
! wB97M-V def2-TZVPD RIJCOSX def2/J DEFGRID3
* xyz 0 1
C 26.55 18.21 -0.53
C 25.05 18.52 -0.15
C 24.70 17.39 0.81
O 24.77 16.11 0.23
C 23.71 15.80 -0.65
N 25.21 19.81 0.59
H 27.19 18.34 0.35
H 27.05 18.84 -1.27
H 26.71 17.14 -0.71
H 24.45 18.64 -1.04
H 23.65 17.53 1.12
H 25.16 17.50 1.79
H 24.00 15.08 -1.42
H 23.42 16.73 -1.13
H 22.85 15.39 -0.11
H 25.78 20.40 0.00
H 25.73 19.65 1.44
C 22.68 24.57 -2.47
C 21.72 25.76 -2.63
C 22.59 26.99 -2.96
O 22.06 28.30 -2.86
C 21.10 28.66 -3.86
N 20.80 25.47 -3.78
H 22.94 24.13 -3.43
H 22.21 23.74 -1.93
H 23.57 24.86 -1.90
H 21.18 25.84 -1.69
H 23.32 26.78 -3.76
H 23.36 27.05 -2.18
H 20.17 28.14 -3.59
H 21.34 28.45 -4.90
H 20.98 29.74 -3.77
H 20.65 26.39 -4.17
H 19.93 25.21 -3.34
C 26.20 15.25 -4.06
C 27.39 15.73 -4.87
C 28.12 16.80 -4.07
O 29.24 17.29 -4.77
C 29.94 18.27 -4.04
N 28.20 14.55 -5.24
H 25.55 16.09 -3.79
H 26.58 14.92 -3.08
H 25.58 14.51 -4.56
H 27.00 15.99 -5.86
H 28.46 16.25 -3.17
H 27.45 17.62 -3.78
H 29.47 19.26 -4.10
H 30.96 18.29 -4.43
H 30.08 18.01 -2.99
H 28.91 14.96 -5.86
H 28.84 14.31 -4.47
C 33.44 20.50 -0.85
C 32.70 21.84 -0.79
C 31.18 21.71 -1.06
O 30.56 22.98 -1.02
C 30.87 23.91 -2.06
N 32.83 22.51 0.50
H 32.89 19.62 -0.49
H 34.26 20.63 -0.15
H 33.72 20.23 -1.87
H 33.04 22.43 -1.64
H 30.63 21.11 -0.33
H 30.90 21.23 -2.01
H 30.32 24.83 -1.85
H 30.58 23.55 -3.05
H 31.93 24.12 -1.96
H 31.95 23.02 0.56
H 32.93 21.91 1.31
C 25.59 23.18 4.66
C 26.65 22.54 5.55
O 26.02 22.19 6.76
H 25.21 24.12 5.07
H 24.72 22.53 4.58
H 25.91 23.43 3.65
H 27.53 23.18 5.68
H 27.15 21.70 5.06
H 26.21 21.32 7.12
C 31.51 23.74 3.99
C 31.34 22.26 3.63
O 32.60 21.76 3.17
H 31.23 24.46 3.24
H 32.44 23.99 4.50
H 30.79 23.92 4.81
H 30.66 22.23 2.77
H 30.87 21.65 4.41
H 32.98 21.29 3.93
C 22.23 22.93 -6.17
O 21.85 22.18 -7.32
C 22.36 20.84 -7.43
C 23.85 20.93 -7.74
N 24.20 21.68 -8.96
C 23.94 20.92 -10.18
C 24.04 21.82 -11.42
O 23.25 22.96 -11.17
C 23.44 23.93 -12.18
H 22.32 22.29 -5.29
H 21.31 23.50 -5.99
H 23.06 23.63 -6.26
H 21.78 20.49 -8.29
H 22.07 20.28 -6.54
H 24.28 19.93 -7.87
H 24.46 21.39 -6.97
H 23.48 22.39 -9.06
H 22.91 20.54 -10.28
H 24.57 20.03 -10.27
H 23.75 21.35 -12.37
H 25.11 21.93 -11.65
H 22.82 24.80 -11.97
H 23.30 23.57 -13.20
H 24.47 24.28 -12.07
C 22.70 22.85 1.21
O 21.64 22.10 0.64
C 21.77 20.69 0.78
C 21.54 20.13 2.18
N 21.52 18.69 2.25
C 21.15 18.25 3.59
C 21.53 16.80 3.77
O 22.95 16.65 3.68
C 23.39 15.31 3.80
H 23.64 22.29 1.19
H 22.53 22.98 2.29
H 22.77 23.82 0.74
H 22.83 20.50 0.55
H 21.08 20.25 0.07
H 20.71 20.60 2.71
H 22.39 20.50 2.79
H 22.48 18.36 2.16
H 20.08 18.38 3.81
H 21.63 18.84 4.39
H 21.15 16.20 2.93
H 21.24 16.39 4.74
H 23.22 15.01 4.84
H 24.43 15.28 3.51
H 22.69 14.67 3.25
C 27.19 26.07 3.69
O 26.35 26.27 2.58
C 25.45 27.34 2.76
C 24.59 27.51 1.50
N 23.78 28.72 1.49
C 22.82 28.82 0.38
C 22.13 30.16 0.49
O 23.09 31.19 0.45
C 22.65 32.39 1.06
H 27.67 26.95 4.15
H 28.02 25.43 3.40
H 26.67 25.59 4.52
H 26.06 28.25 2.86
H 24.76 27.29 3.61
H 23.90 26.68 1.31
H 25.35 27.62 0.72
H 24.30 29.57 1.63
H 22.12 27.99 0.49
H 23.43 28.73 -0.53
H 21.59 30.11 1.45
H 21.33 30.37 -0.23
H 23.03 32.31 2.09
H 21.59 32.61 0.98
H 23.24 33.22 0.66
C 27.96 21.01 2.42
O 27.92 21.55 1.13
C 27.07 22.72 1.05
C 27.02 23.10 -0.41
N 26.37 22.04 -1.19
C 26.27 22.42 -2.60
C 25.25 21.62 -3.35
O 25.81 20.32 -3.54
C 24.81 19.37 -3.84
H 28.01 21.84 3.14
H 28.90 20.50 2.63
H 27.10 20.41 2.75
H 27.45 23.55 1.65
H 26.10 22.37 1.40
H 27.99 23.42 -0.83
H 26.41 23.98 -0.62
H 27.05 21.29 -1.23
H 27.29 22.46 -3.00
H 25.96 23.47 -2.71
H 25.12 22.08 -4.34
H 24.29 21.57 -2.83
H 24.18 19.01 -3.01
H 25.27 18.48 -4.27
H 24.05 19.75 -4.52
C 21.29 20.35 -2.77
O 21.43 19.86 -4.09
C 20.50 18.84 -4.44
C 20.77 18.24 -5.79
N 20.61 19.20 -6.88
C 20.87 18.67 -8.21
C 19.92 17.59 -8.72
O 18.66 18.26 -8.86
C 17.92 17.61 -9.88
H 20.80 21.33 -2.81
H 22.30 20.59 -2.44
H 20.85 19.63 -2.08
H 19.48 19.24 -4.34
H 20.67 18.07 -3.68
H 20.05 17.42 -5.90
H 21.83 17.97 -5.85
H 19.68 19.58 -6.75
H 21.93 18.38 -8.21
H 20.78 19.55 -8.85
H 19.83 16.77 -8.00
H 20.32 17.15 -9.63
H 17.81 16.53 -9.78
H 18.38 17.82 -10.85
H 16.91 18.03 -9.94
C 30.32 29.41 -2.56
O 29.27 29.41 -1.60
C 29.70 29.10 -0.27
C 28.50 28.64 0.52
N 28.34 27.20 0.72
C 28.52 26.29 -0.42
C 27.54 26.48 -1.57
O 27.73 25.39 -2.49
C 26.88 25.50 -3.61
H 30.90 28.48 -2.59
H 31.04 30.17 -2.25
H 29.83 29.59 -3.51
H 30.12 30.02 0.14
H 30.50 28.36 -0.30
H 27.59 28.95 -0.01
H 28.44 29.11 1.50
H 27.82 26.84 1.51
H 28.33 25.32 0.03
H 29.54 26.49 -0.76
H 27.78 27.39 -2.12
H 26.51 26.48 -1.21
H 25.86 25.17 -3.37
H 27.30 24.80 -4.34
H 26.77 26.49 -4.06
C 30.58 17.79 1.46
O 31.06 16.68 2.16
C 32.40 16.35 1.83
C 32.88 15.17 2.63
N 31.93 14.09 2.40
C 32.13 12.91 3.23
C 31.15 11.75 2.89
O 31.73 10.53 2.53
C 32.34 10.58 1.25
H 31.24 18.67 1.52
H 29.57 18.03 1.78
H 30.51 17.62 0.38
H 33.03 17.21 2.08
H 32.48 16.22 0.74
H 32.96 15.54 3.66
H 33.84 14.85 2.22
H 31.01 14.44 2.65
H 31.87 13.18 4.26
H 33.15 12.52 3.20
H 30.31 12.15 2.31
H 30.60 11.53 3.81
H 32.91 11.49 1.03
H 31.58 10.33 0.50
H 33.02 9.73 1.18
*
```